No. 1
{
  "formula": "C5H11NO",
  "method": "the ωB97M-V functional and the def2-TZVPD basis",
  "elements": ["C", "C", "C", "C", "C", "N", "H", "H", "H", "H", "H", "H", "H", "H", "H", "O", "H", "H"],
  "coordinates": [[0.788, -0.028, 2.464], [0.165, 0.799, 1.611], [0.177, 0.735, 0.115], [-0.082, 2.050, -0.565], [0.580, -0.387, -0.482], [0.560, -0.473, -1.897], [1.282, -0.925, 2.119], [0.710, 0.234, 3.509], [-0.181, 1.739, 2.034], [-0.480, 1.885, -1.568], [0.850, 2.610, -0.718], [-0.687, 2.671, 0.091], [1.023, -1.262, -0.026], [0.841, 0.358, -2.402], [1.081, -1.231, -2.317], [-1.813, -2.275, -0.667], [-0.922, -1.988, -0.557], [-2.349, -1.496, -0.494]],
  "forces_ev_per_a": [[-0.9, 0.7, -0.5], [1.3, 0.0, -0.3], [0.4, -0.1, 2.1], [0.3, -0.5, -0.3], [0.3, 0.7, -2.1], [0.6, -0.1, -0.3], [0.1, -0.1, 0.3], [0.3, -0.4, 0.1], [-0.4, -0.1, -0.1], [-0.5, 0.3, 0.2], [0.1, -0.2, 0.1], [-0.4, 0.0, -0.4], [-0.5, 0.0, 0.5], [-0.3, 0.2, 0.3], [-0.1, -0.2, 0.4], [-1.1, -0.6, -0.1], [0.7, 0.4, 0.1], [0.1, 0.0, 0.0]],
  "e_tot_ev": -8899.532,
  "gap_ha": 0.322,
  "relative_energy_kcal_mol": 49.9,
  "e_homo_ev": -7.965
}

***

No. 2
{
  "formula": "C21H15NO4",
  "method": "the ωB97M-V functional and the def2-TZVPD basis",
  "elements": ["O", "C", "O", "C", "C", "C", "C", "C", "C", "C", "C", "N", "C", "O", "C", "C", "C", "C", "C", "C", "C", "C", "C", "C", "C", "O", "H", "H", "H", "H", "H", "H", "H", "H", "H", "H", "H", "H", "H", "H", "H"],
  "coordinates": [[-1.269, 0.084, -3.246], [-1.063, -0.501, -2.223], [-1.787, -1.559, -1.824], [0.110, -0.252, -1.283], [0.814, 1.076, -1.601], [1.733, 0.923, -2.781], [1.422, 1.481, -4.012], [2.276, 1.319, -5.089], [3.449, 0.598, -4.946], [3.765, 0.038, -3.720], [2.912, 0.199, -2.644], [-0.343, -0.303, 0.104], [-1.537, 0.339, 0.379], [-2.159, 0.877, -0.515], [-1.988, 0.318, 1.777], [-3.167, 0.940, 2.130], [-3.607, 0.918, 3.457], [-2.873, 0.279, 4.422], [-1.662, -0.369, 4.099], [-0.876, -1.040, 5.060], [0.295, -1.657, 4.702], [0.733, -1.631, 3.375], [-0.009, -0.985, 2.408], [-1.217, -0.346, 2.754], [0.469, -0.962, 1.016], [1.510, -1.476, 0.664], [-2.526, -1.696, -2.436], [0.816, -1.083, -1.403], [0.058, 1.837, -1.800], [1.394, 1.370, -0.722], [0.501, 2.031, -4.128], [2.024, 1.756, -6.044], [4.115, 0.473, -5.787], [4.679, -0.526, -3.602], [3.161, -0.239, -1.687], [-3.739, 1.440, 1.364], [-4.532, 1.411, 3.716], [-3.213, 0.261, 5.448], [-1.215, -1.059, 6.086], [0.888, -2.168, 5.445], [1.655, -2.113, 3.086]],
  "forces_ev_per_a": [[0.1, 0.1, -0.1], [0.0, -0.1, -0.3], [-0.1, -0.5, 0.3], [0.0, 0.1, -0.1], [-0.1, -0.2, -0.1], [0.0, 0.1, 0.0], [0.0, 0.0, 0.0], [0.0, 0.0, -0.1], [0.1, 0.0, -0.1], [0.1, -0.1, 0.0], [0.0, 0.0, 0.0], [0.1, -0.1, -0.5], [-0.3, 0.2, 0.1], [0.1, 0.1, 0.2], [-0.5, 0.2, 0.4], [0.5, -0.2, -0.4], [0.0, -0.1, 0.3], [-0.1, 0.1, -0.1], [0.1, 0.0, -0.3], [0.2, -0.1, 0.0], [-0.2, 0.1, 0.3], [-0.1, 0.2, -0.5], [0.2, -0.2, 0.6], [-0.1, 0.0, 0.2], [0.2, -0.1, 0.1], [0.0, 0.0, 0.0], [0.2, 0.2, 0.0], [-0.2, 0.2, 0.0], [0.0, 0.0, 0.1], [-0.1, 0.0, 0.0], [-0.1, 0.0, 0.0], [0.0, 0.0, -0.1], [0.0, 0.0, -0.1], [0.1, 0.0, 0.0], [0.0, -0.1, 0.1], [0.0, 0.0, -0.1], [-0.1, 0.0, 0.0], [0.0, 0.0, 0.1], [0.0, 0.0, 0.1], [0.0, 0.0, 0.1], [0.1, 0.0, 0.0]],
  "e_tot_ev": -31702.916,
  "gap_ha": 0.290,
  "relative_energy_kcal_mol": 0.0,
  "e_homo_ev": -8.877
}

***

No. 3
{
  "formula": "C3H4F2",
  "method": "the ωB97M-V functional and the def2-TZVPD basis",
  "elements": ["C", "C", "C", "F", "F", "H", "H", "H", "H"],
  "coordinates": [[-0.976, 0.514, -3.505], [0.860, 0.377, -0.598], [0.167, -0.096, 0.646], [-1.306, -0.649, -4.045], [1.425, 1.547, -0.509], [-0.501, 0.430, -2.496], [-0.953, -0.155, 0.472], [0.535, -1.014, 0.996], [0.374, 0.594, 1.427]],
  "forces_ev_per_a": [[-0.6, 0.9, -1.3], [-0.4, -1.7, -1.3], [-0.8, 2.3, -0.6], [0.7, 0.5, 1.4], [-0.3, 0.1, 1.1], [-0.2, -1.4, -0.2], [1.3, -0.1, 0.0], [0.4, -1.6, -0.2], [-0.2, 0.9, 1.1]],
  "e_tot_ev": -8603.335,
  "gap_ha": [0.309, 0.309],
  "relative_energy_kcal_mol": 156.3,
  "e_homo_ev": [-8.604, -8.607]
}